Computed, not measured: C26H56N3O12PSSi2 as an isolated structure at a distorted geometry, with wB97M-V/def2-TZVPD.

HOMO level (eV): -8.2251
E_tot (a.u.): -3409.84747
Gap between HOMO and LUMO (eV): 7.42
Net charge: 0
Multiplicity: 1

XYZ file:
```
101
Properties=species:S:1:pos:R:3:mulliken_charge:R:1
C -6.720 -0.852 0.090 -0.57
C -6.250 0.161 0.926 -0.37
C -5.515 1.368 0.448 0.73
O -5.653 2.445 0.980 -0.59
O -4.691 1.149 -0.590 -0.23
C -3.432 1.836 -0.497 -0.88
C -2.254 0.964 -1.014 0.12
C -2.742 -0.392 -1.524 0.30
C -1.631 -1.332 -2.041 -1.33
C -0.366 -1.465 -1.164 0.03
C -0.319 -2.769 -0.304 -0.90
Si -0.456 -2.513 1.571 0.33
C 1.266 -1.858 2.113 -0.67
O 1.167 -0.421 2.296 -0.17
N 1.787 0.244 1.255 0.28
O 1.390 1.341 1.153 -0.34
O -0.627 -3.993 2.384 -0.88
Si -2.126 -4.681 2.456 0.53
N -1.904 -6.314 3.023 -0.68
C -3.005 -4.781 0.786 -0.07
O -4.384 -5.131 1.069 -0.39
C -5.147 -5.430 -0.021 0.67
C -4.801 -4.900 -1.398 -0.86
O -6.133 -6.089 0.141 -0.58
N -3.168 -3.903 3.673 -0.20
C -2.610 -3.828 4.746 0.32
S -2.012 -3.970 6.198 -0.31
P -1.870 -0.866 2.136 0.65
O -3.465 -1.262 1.884 -0.31
O -1.665 -0.419 3.702 -0.51
H -7.554 -0.629 -0.576 0.30
H -6.247 -1.833 0.085 0.17
H -6.460 0.075 1.991 0.37
H -3.436 2.799 -1.010 0.29
H -3.259 2.055 0.558 0.42
H -1.559 0.885 -0.180 -0.39
H -1.752 1.462 -1.848 0.57
H -3.400 -0.189 -2.374 0.65
H -3.352 -0.937 -0.801 -0.48
H -2.068 -2.336 -2.107 0.31
H -1.360 -1.072 -3.067 0.43
H -0.190 -0.611 -0.508 -0.25
H 0.490 -1.499 -1.842 0.41
H -0.990 -3.545 -0.677 0.57
H 0.695 -3.173 -0.409 0.54
H 2.029 -2.089 1.369 0.46
H 1.471 -2.267 3.104 0.34
H -2.541 -6.536 3.780 0.25
H -2.090 -6.954 2.258 0.28
H -2.568 -5.602 0.207 0.68
H -3.010 -3.855 0.202 -0.32
H -5.535 -5.259 -2.111 0.32
H -4.788 -3.806 -1.439 0.17
H -3.810 -5.240 -1.711 0.33
H -3.588 -1.916 1.187 0.15
H -1.271 -1.103 4.259 0.30
C 3.243 2.924 -0.766 -0.99
C 4.174 1.726 -0.834 -0.12
O 4.579 1.387 -2.150 -0.44
C 5.287 2.383 -2.862 -0.09
C 6.591 2.803 -2.205 -1.28
H 2.369 2.765 -1.399 0.24
H 2.911 3.088 0.257 0.36
H 3.735 3.837 -1.106 0.36
H 3.657 0.847 -0.451 0.10
H 5.049 1.877 -0.191 0.26
H 4.643 3.252 -3.042 0.29
H 5.507 1.949 -3.839 0.27
H 6.423 3.280 -1.239 0.29
H 7.121 3.513 -2.841 0.42
H 7.230 1.934 -2.037 0.31
C 2.717 1.665 4.544 -0.55
C 1.757 0.947 5.477 -0.07
O 2.151 0.976 6.837 -0.49
C 2.267 2.260 7.422 -0.29
C 0.973 3.057 7.420 -1.02
H 3.727 1.265 4.651 0.28
H 2.397 1.543 3.512 -0.11
H 2.765 2.735 4.751 0.35
H 1.717 -0.109 5.203 0.14
H 0.739 1.337 5.364 0.22
H 3.072 2.828 6.944 0.28
H 2.577 2.086 8.453 0.35
H 0.642 3.290 6.406 0.26
H 1.111 3.999 7.951 0.39
H 0.176 2.491 7.905 0.28
C 2.330 1.512 -5.536 -0.99
C 3.392 1.702 -6.606 -0.32
O 2.898 2.241 -7.819 -0.44
C 2.300 3.520 -7.731 -0.34
C 3.237 4.605 -7.225 -0.90
H 1.511 0.897 -5.912 0.34
H 2.761 1.029 -4.657 0.36
H 1.904 2.464 -5.215 0.25
H 3.815 0.731 -6.866 0.33
H 4.220 2.311 -6.226 0.26
H 1.392 3.478 -7.120 0.27
H 1.983 3.767 -8.745 0.35
H 3.551 4.422 -6.196 0.15
H 2.739 5.575 -7.255 0.39
H 4.135 4.650 -7.842 0.28
```